Entry 1:
{"formula": "C25H44BN8O2SSbSi3Ti", "method": "the ωB97M-V functional and the def2-TZVPD basis", "species": ["Ti", "B", "N", "C", "C", "C", "N", "N", "C", "C", "C", "N", "H", "H", "H", "H", "H", "H", "H", "H", "N", "C", "C", "C", "C", "C", "C", "S", "O", "O", "N", "C", "N", "C", "C", "C", "N", "H", "H", "H", "H", "H", "H", "H", "H", "H", "C", "Si", "C", "C", "Sb", "Si", "C", "C", "C", "Si", "C", "C", "C", "H", "H", "H", "H", "H", "H", "H", "H", "H", "H", "H", "H", "H", "H", "H", "H", "H", "H", "H", "H", "H", "H", "H", "H", "H", "H", "H"], "positions_angstrom": [[-0.25121, -0.00990, -0.17214], [-1.46905, -2.14997, 2.43283], [-0.39694, -1.00573, 2.73357], [0.13230, -0.76290, 3.93503], [0.92612, 0.36998, 3.86358], [0.82991, 0.76687, 2.53352], [0.02048, -0.06082, 1.85991], [-1.68598, -2.35810, 0.88288], [-2.15429, -3.47339, 0.32036], [-2.58309, -3.19736, -0.96456], [-2.34918, -1.83490, -1.12671], [-1.81240, -1.32400, -0.00563], [-2.52258, -1.81902, 2.94076], [-1.04646, -3.19666, 2.88404], [-0.10096, -1.41085, 4.76694], [1.48666, 0.83495, 4.65854], [1.28942, 1.59924, 2.02661], [-2.16697, -4.39330, 0.88439], [-3.01598, -3.88380, -1.67286], [-2.51934, -1.19278, -1.97897], [1.34227, -4.72396, -6.74549], [1.02398, -3.59610, -6.00083], [-0.13806, -3.56450, -5.22723], [-0.48993, -2.41738, -4.54162], [0.32144, -1.28794, -4.60173], [1.48671, -1.31127, -5.36630], [1.83138, -2.45583, -6.05752], [-0.19055, 0.16227, -3.76243], [-1.62608, 0.10060, -3.71282], [0.47428, 1.27649, -4.37289], [0.27612, -0.00332, -2.20111], [1.61159, 0.00949, -1.88022], [1.78346, 0.24989, -0.53752], [3.01591, 0.10808, -0.05917], [4.09610, -0.15767, -0.86587], [3.83140, -0.28735, -2.22220], [2.61602, -0.22138, -2.72954], [0.91114, -5.58874, -6.46916], [2.29862, -4.82114, -7.03919], [-0.77305, -4.44233, -5.17462], [-1.40183, -2.39270, -3.96004], [2.11101, -0.42960, -5.41061], [2.73523, -2.47254, -6.65762], [3.12692, 0.24633, 1.00966], [5.09390, -0.24318, -0.46247], [4.63816, -0.46715, -2.92856], [-4.94222, 0.94843, -0.64292], [-4.04537, 2.41831, -1.31160], [-4.99456, 3.94192, -0.87740], [-3.92531, 2.41581, -3.14638], [-1.71567, 2.27155, -0.22337], [-0.56072, 4.38950, -1.06532], [0.83108, 4.77258, 0.08997], [-1.73502, 5.81461, -1.13985], [0.12614, 4.03970, -2.73599], [-2.36416, 2.99338, 2.16602], [-3.73214, 4.24492, 2.30959], [-2.92009, 1.46946, 3.04550], [-0.96182, 3.78644, 3.09586], [-5.85602, 0.75450, -1.21644], [-5.22510, 1.14334, 0.39637], [-4.32886, 0.04553, -0.65594], [-5.92443, 3.91082, -1.46226], [-4.45827, 4.85409, -1.14973], [-5.25970, 4.00274, 0.17498], [-4.94137, 2.35496, -3.55371], [-3.32539, 1.59707, -3.54357], [-3.47680, 3.35640, -3.48434], [0.47250, 5.20813, 1.02163], [1.51663, 5.48567, -0.38321], [1.40052, 3.87013, 0.33291], [-2.24778, 5.95257, -0.18310], [-2.49180, 5.65164, -1.91305], [-1.19892, 6.74124, -1.38083], [0.87025, 3.23940, -2.69676], [0.60362, 4.94104, -3.13877], [-0.64647, 3.70875, -3.43625], [-4.71763, 3.78597, 2.19755], [-3.65353, 5.07032, 1.59687], [-3.67122, 4.66236, 3.32312], [-3.77982, 1.00851, 2.54847], [-3.21538, 1.74541, 4.06590], [-2.13700, 0.71244, 3.10602], [-0.84269, 4.82935, 2.79251], [-0.00136, 3.28522, 2.99514], [-1.24261, 3.77636, 4.15726]], "homo_ev": [-6.01, -8.12], "spin_multiplicity": 3, "total_charge": 0, "s2": 2.009, "gap_ev": [6.3030, 8.3470], "de_lowest_ev": 1.120}

Entry 2:
{"formula": "C18H26N2O4", "method": "the ωB97M-V functional and the def2-TZVPD basis", "species": ["C", "C", "C", "C", "O", "C", "C", "C", "C", "C", "C", "H", "H", "C", "O", "N", "H", "C", "H", "H", "C", "O", "N", "H", "C", "H", "H", "C", "C", "H", "C", "H", "C", "H", "H", "O", "H", "H", "H", "H", "H", "H", "H", "H", "H", "H", "H", "H", "H", "H"], "positions_angstrom": [[6.57444, 0.50004, -1.71573], [5.83512, -0.70197, -1.14069], [6.59279, -1.30683, 0.03916], [5.89258, -2.51104, 0.67617], [4.73631, -2.14024, 1.40161], [3.50165, -2.14699, 0.84028], [3.16821, -2.61776, -0.42706], [1.85481, -2.57914, -0.85124], [0.84386, -2.06466, -0.04671], [1.17714, -1.60816, 1.22793], [2.48249, -1.65267, 1.66218], [2.75137, -1.30921, 2.64895], [0.41648, -1.23822, 1.89897], [-0.53761, -2.05738, -0.59401], [-0.88315, -2.77678, -1.51588], [-1.40627, -1.21157, 0.01686], [-1.06667, -0.45641, 0.59792], [-2.72404, -0.98610, -0.51608], [-2.75854, -1.37640, -1.53877], [-3.47777, -1.51513, 0.08383], [-3.03994, 0.50353, -0.47021], [-2.34769, 1.28613, 0.15005], [-4.12080, 0.86414, -1.19315], [-4.70699, 0.13657, -1.57255], [-4.71345, 2.17172, -1.05073], [-3.93492, 2.82119, -0.64658], [-5.03315, 2.54441, -2.02693], [-5.91994, 2.12789, -0.08445], [-6.29966, 3.53302, 0.39684], [-7.34755, 3.54634, 0.69519], [-5.38789, 3.72605, 1.61569], [-4.52245, 4.33770, 1.36645], [-4.94828, 2.29409, 1.98096], [-5.24331, 2.00229, 2.99087], [-3.86283, 2.17671, 1.88089], [-5.61007, 1.41141, 1.08739], [-5.91686, 4.20305, 2.43792], [-6.14277, 4.28517, -0.37280], [-6.74943, 1.59688, -0.56366], [1.58924, -2.94973, -1.82994], [3.91668, -3.01567, -1.09342], [5.67115, -3.27594, -0.07389], [6.55722, -2.95214, 1.42676], [6.72549, -0.54531, 0.81048], [7.58264, -1.62942, -0.29132], [4.83994, -0.39093, -0.81681], [5.71448, -1.45596, -1.92219], [6.02617, 0.91619, -2.55730], [6.68624, 1.27597, -0.96174], [7.56554, 0.21129, -2.05948]], "homo_ev": -8.43, "smiles": "CCCCOc1ccc(C(=O)NCC(=O)NC[C@@H]2CCCO2)cc1", "spin_multiplicity": 1, "total_charge": 0, "gap_ev": 9.2073, "de_lowest_ev": 0.358}

Entry 3:
{"formula": "C27H33AsMgO3SSe2", "method": "the ωB97M-V functional and the def2-TZVPD basis", "species": ["Mg", "O", "C", "C", "C", "O", "C", "Se", "C", "Se", "H", "H", "H", "H", "H", "H", "H", "H", "H", "H", "C", "C", "S", "O", "C", "C", "H", "H", "H", "H", "H", "H", "H", "H", "H", "H", "C", "C", "C", "C", "C", "C", "As", "C", "C", "C", "C", "C", "C", "C", "C", "C", "C", "C", "C", "H", "H", "H", "H", "H", "H", "H", "H", "H", "H", "H", "H", "H"], "positions_angstrom": [[-0.69206, -1.42412, -0.50650], [-0.98533, -5.46575, 1.77467], [0.21167, -5.04722, 2.40208], [0.81286, -3.73615, 1.85993], [2.22946, -3.58600, 2.43886], [2.28007, -3.48711, 3.85800], [0.94870, -3.86493, 0.33923], [1.61674, -2.27312, -0.63526], [0.00218, -2.51673, 2.32285], [-1.79899, -2.22860, 1.54604], [-1.57164, -4.69534, 1.70442], [0.93202, -5.85541, 2.24454], [0.06642, -4.94782, 3.48477], [2.71031, -2.71655, 1.97609], [2.81906, -4.47079, 2.18922], [1.86881, -2.65530, 4.11177], [-0.00407, -4.17935, -0.08187], [1.66150, -4.66140, 0.11776], [0.59057, -1.61576, 2.13649], [-0.16646, -2.59002, 3.39909], [-3.37012, -0.15910, -5.60467], [-2.91900, -0.99611, -4.41912], [-1.98756, -0.03806, -3.21606], [-1.77315, -1.03904, -2.09997], [-0.39261, 0.11973, -4.04068], [0.32244, -1.18249, -4.34639], [-3.95196, -0.77682, -6.28684], [-2.52585, 0.23848, -6.16688], [-3.99425, 0.67540, -5.28658], [-2.32553, -1.86274, -4.70794], [-3.76338, -1.35756, -3.83059], [0.18474, 0.74961, -3.35987], [-0.59222, 0.72049, -4.93176], [0.40783, -1.80760, -3.45658], [1.33362, -0.95687, -4.68362], [-0.17156, -1.74453, -5.13805], [-0.20693, 6.53916, -0.76824], [0.87275, 5.91424, -0.16212], [0.88756, 4.53557, -0.01019], [-0.18052, 3.77425, -0.47358], [-1.25623, 4.40252, -1.09251], [-1.27320, 5.78324, -1.23137], [-0.24386, 1.84539, -0.27580], [1.48137, 1.38196, 0.45817], [2.68484, 1.28986, -0.22399], [3.80752, 0.81341, 0.43603], [3.71718, 0.41713, 1.76485], [2.51591, 0.50457, 2.44743], [1.38536, 0.99424, 1.79905], [0.03993, 1.12534, 2.38863], [-0.31348, 0.79105, 3.69179], [-1.62366, 0.95257, 4.10945], [-2.58861, 1.44543, 3.24070], [-2.25074, 1.76878, 1.93498], [-0.94053, 1.61108, 1.51665], [-0.21661, 7.61504, -0.88075], [1.70723, 6.50072, 0.20032], [1.72783, 4.05421, 0.47563], [-2.08804, 3.81784, -1.47209], [-2.11773, 6.26604, -1.70566], [2.75317, 1.57417, -1.26807], [4.74952, 0.72863, -0.08874], [4.59154, 0.02701, 2.26893], [2.46216, 0.18757, 3.48153], [0.42592, 0.40146, 4.37986], [-1.90018, 0.68414, 5.12042], [-3.61008, 1.55867, 3.57815], [-3.01265, 2.12942, 1.25394]], "homo_ev": -7.33, "spin_multiplicity": 1, "total_charge": 0, "gap_ev": 7.3250, "de_lowest_ev": 0.360}

Entry 4:
{"formula": "C8H11O3", "method": "the ωB97M-V functional and the def2-TZVPD basis", "species": ["C", "C", "C", "C", "C", "C", "C", "O", "C", "O", "O", "H", "H", "H", "H", "H", "H", "H", "H", "H", "H", "H"], "positions_angstrom": [[2.42232, 0.79745, 0.50500], [1.09659, 0.53848, -0.14361], [0.72944, 1.16445, -1.33491], [-0.56194, 0.98260, -1.87206], [-1.48172, 0.17705, -1.27541], [-1.14604, -0.51208, 0.01240], [0.03897, 0.08556, 0.69154], [0.14069, -0.17631, 1.96919], [-2.35533, -0.74875, 0.91782], [-0.56660, -1.81512, -0.19021], [0.88767, -1.56619, -0.37976], [2.82859, -0.11176, 0.97120], [3.12569, 1.11210, -0.27421], [2.38998, 1.61242, 1.25111], [1.48161, 1.76788, -1.84274], [-0.80583, 1.46088, -2.82101], [-2.46150, -0.07136, -1.68162], [1.26933, -2.46847, -0.28817], [0.93021, 0.21131, 2.40207], [-2.79485, 0.19816, 1.24910], [-3.10991, -1.29651, 0.34898], [-2.05736, -1.34180, 1.78530]], "homo_ev": [-6.43, -7.78], "spin_multiplicity": 2, "total_charge": 0, "s2": 0.791, "gap_ev": [7.0374, 7.9161], "de_lowest_ev": 1.743}

Entry 5:
{"formula": "C43H45N2", "method": "the ωB97M-V functional and the def2-TZVPD basis", "species": ["C", "C", "C", "C", "C", "C", "C", "C", "C", "C", "C", "C", "C", "C", "C", "C", "C", "C", "C", "C", "C", "N", "C", "C", "H", "H", "H", "H", "H", "H", "H", "H", "H", "H", "H", "H", "H", "H", "H", "H", "H", "H", "H", "H", "H", "H", "H", "C", "C", "C", "C", "C", "N", "C", "C", "C", "C", "C", "C", "C", "C", "C", "C", "C", "C", "C", "C", "C", "H", "H", "H", "H", "H", "H", "H", "H", "H", "H", "H", "H", "H", "H", "H", "H", "H", "H", "H", "H", "H", "H"], "positions_angstrom": [[-0.93867, -4.79098, 5.21885], [-1.76671, -5.26616, 4.20342], [-1.85452, -4.59397, 2.97607], [-1.06899, -3.46608, 2.72979], [-1.06106, -2.71454, 1.39416], [-1.94671, -3.42858, 0.35876], [-3.16217, -2.89634, -0.08491], [-3.94669, -3.59901, -1.00815], [-3.56761, -4.86804, -1.44366], [-2.37619, -5.42545, -0.96113], [-1.57312, -4.70760, -0.07198], [-1.54948, -1.26823, 1.60660], [-2.11784, -0.82532, 2.80653], [-2.55365, 0.49804, 2.94175], [-2.48904, 1.38094, 1.86408], [-1.95862, 0.93417, 0.64767], [-1.49282, -0.37894, 0.52302], [0.42556, -2.63023, 0.86340], [1.52454, -3.47733, 1.55363], [2.51428, -3.86109, 0.44748], [1.92789, -3.32911, -0.86802], [0.60402, -2.86904, -0.50817], [-0.27142, -2.96360, 3.77638], [-0.18996, -3.62778, 5.00222], [-0.87820, -5.30936, 6.17757], [-2.37425, -6.16067, 4.34567], [-2.55374, -4.97152, 2.22498], [-3.51885, -1.93244, 0.28735], [-4.86802, -3.13576, -1.35887], [-4.19273, -5.42500, -2.14371], [-2.06604, -6.42581, -1.25607], [-0.65837, -5.16426, 0.31484], [-2.24140, -1.49890, 3.65941], [-2.96006, 0.81240, 3.90288], [-2.85538, 2.40399, 1.96352], [-1.92798, 1.59289, -0.21845], [-1.10632, -0.72506, -0.44016], [0.75546, -1.58871, 1.05999], [1.99329, -2.86556, 2.33045], [1.13010, -4.38115, 2.02857], [3.50691, -3.44818, 0.64335], [2.60099, -4.95112, 0.40802], [2.57665, -2.53322, -1.27916], [1.86989, -4.12236, -1.62740], [0.03212, -2.41955, -1.21497], [0.29203, -2.03338, 3.64117], [0.45280, -3.21928, 5.78257], [2.23100, 1.93861, 1.76793], [2.81313, 3.26923, 1.29908], [3.08416, 4.17326, 2.50407], [4.12736, 3.05514, 0.55285], [1.80063, 3.91946, 0.37182], [1.24769, 5.11387, 0.64098], [0.35608, 5.50171, -0.35827], [0.35344, 4.49581, -1.33583], [-0.34855, 4.73378, -2.51615], [-1.10965, 5.90595, -2.64409], [-1.10809, 6.88653, -1.63791], [-0.34343, 6.69535, -0.47459], [1.26596, 3.43644, -0.86325], [1.60145, 2.25022, -1.50336], [0.98942, 1.74539, -2.69904], [-0.41530, 1.70053, -2.89233], [-0.95625, 1.27916, -4.10072], [-0.13372, 0.89327, -5.16387], [-0.74083, 0.51081, -6.47988], [1.25514, 0.87381, -4.96560], [1.80631, 1.26204, -3.75516], [2.05339, 1.26458, 0.92266], [2.93194, 1.45553, 2.45990], [1.27673, 2.09934, 2.28842], [3.52592, 5.13102, 2.19988], [2.18100, 4.35287, 3.09986], [3.81175, 3.66826, 3.15085], [4.51239, 4.01683, 0.18920], [4.86225, 2.61961, 1.24158], [4.01798, 2.38141, -0.29973], [1.45208, 5.68527, 1.45215], [-0.28924, 4.01600, -3.32900], [-1.70672, 6.05300, -3.54552], [-1.69853, 7.79220, -1.77443], [-0.28502, 7.43307, 0.32428], [2.47658, 1.71425, -1.14261], [-1.06882, 2.03984, -2.08770], [-2.03984, 1.27030, -4.23388], [0.04497, 0.18885, -7.17025], [-1.46126, -0.30963, -6.35937], [-1.27931, 1.35278, -6.93835], [1.89631, 0.54494, -5.78570], [2.88956, 1.26560, -3.60826]], "homo_ev": -9.76, "spin_multiplicity": 1, "total_charge": 1, "gap_ev": 5.0983}